1.
Molecular formula: C2H3ClFNO2
Method: DFT, ωB97M-V/def2-TZVPD

```
! RIJCOSX wB97M-V def2-TZVPD def2/J DEFGRID3
* xyz 0 1
C -0.779 -0.892 -0.591
C 0.246 1.480 1.040
N 0.501 -1.094 -0.424
O 1.049 -1.754 0.436
O 1.203 -0.308 -1.219
F -0.851 2.116 0.625
Cl 1.447 1.569 -0.022
H -1.174 -0.332 -1.393
H -1.604 -1.520 -0.112
H -0.037 0.736 1.660
*
```

energy above the lowest of the compared OMol25 structures with the same formula, charge and spin	147.9	kcal/mol
E_HOMO (alpha / beta)	-9.5 / -8.7	eV
gap between HOMO and LUMO (alpha / beta)	8.58 / 6.64	eV
max |F|	4.3	eV Å⁻¹

For each atom in turn, the Löwdin charge in e is: atom 1 (C): 0.06, atom 2 (C): -0.56, atom 3 (N): -0.52, atom 4 (O): 0.00, atom 5 (O): -0.21, atom 6 (F): -0.04, atom 7 (Cl): 1.02, atom 8 (H): 0.07, atom 9 (H): 0.12, atom 10 (H): 0.05

***

2.
Molecular formula: C3H7N3O
Method: DFT, ωB97M-V/def2-TZVPD

```
! RIJCOSX wB97M-V def2-TZVPD def2/J DEFGRID3
* xyz 0 1
N -0.341 0.881 1.094
C 0.502 0.037 0.327
N 0.440 -1.329 0.685
C 1.439 0.497 -0.533
C -2.133 0.322 -0.409
O 2.402 -0.283 -1.092
N -1.429 1.178 0.202
H 2.413 -1.132 -0.625
H 0.088 1.747 1.407
H -0.286 -1.489 1.369
H 0.319 -1.962 -0.098
H 1.497 1.535 -0.820
H -1.814 -0.665 -0.754
H -3.097 0.664 -0.752
*
```

energy above the lowest of the compared OMol25 structures with the same formula, charge and spin	81.5	kcal/mol
E_HOMO	-7.8	eV
SMILES	C=NN/C(N)=C/O
gap between HOMO and LUMO	8.61	eV
max |F|	3.5	eV Å⁻¹

For each atom in turn, the Löwdin charge in e is: atom 1 (N): 0.01, atom 2 (C): -0.44, atom 3 (N): 0.09, atom 4 (C): -0.16, atom 5 (C): -0.07, atom 6 (O): 0.00, atom 7 (N): -0.04, atom 8 (H): 0.09, atom 9 (H): 0.12, atom 10 (H): 0.09, atom 11 (H): 0.08, atom 12 (H): 0.12, atom 13 (H): 0.06, atom 14 (H): 0.06

***

3.
Molecular formula: C2H10P2Si
Method: DFT, ωB97M-V/def2-TZVPD

```
! RIJCOSX wB97M-V def2-TZVPD def2/J DEFGRID3
* xyz 0 1
C -2.459 0.005 0.646
C 0.957 0.148 0.542
Si -0.891 -1.111 0.304
P 0.860 1.656 -0.486
P 2.398 -0.923 0.105
H -3.003 -0.438 1.481
H -2.245 1.050 0.841
H -3.063 0.090 -0.263
H 1.117 0.490 1.621
H -0.999 -2.032 1.358
H -1.110 -1.802 -0.970
H 2.210 1.609 -0.789
H 0.249 1.025 -1.622
H 3.333 0.066 0.103
H 1.715 -0.952 -1.135
*
```

energy above the lowest of the compared OMol25 structures with the same formula, charge and spin	19.4	kcal/mol
E_HOMO	-8.5	eV
SMILES	C[SiH2]C(P)P
gap between HOMO and LUMO	9.10	eV
max |F|	3.7	eV Å⁻¹

For each atom in turn, the Löwdin charge in e is: atom 1 (C): -0.28, atom 2 (C): -1.04, atom 3 (Si): 0.65, atom 4 (P): 0.67, atom 5 (P): 0.67, atom 6 (H): 0.01, atom 7 (H): 0.00, atom 8 (H): 0.01, atom 9 (H): 0.01, atom 10 (H): -0.09, atom 11 (H): -0.06, atom 12 (H): -0.16, atom 13 (H): -0.11, atom 14 (H): -0.16, atom 15 (H): -0.12

***

4.
Molecular formula: C4H12N2O
Method: DFT, ωB97M-V/def2-TZVPD

```
! RIJCOSX wB97M-V def2-TZVPD def2/J DEFGRID3
* xyz 1 2
N 0.549 0.002 -2.963
C 0.571 -1.089 -2.040
C 0.987 -0.725 -0.532
N 0.149 0.275 0.117
C -0.241 -0.009 1.523
C -0.823 1.340 2.168
O -2.140 1.437 2.506
H -0.148 0.623 -2.564
H 1.438 0.491 -3.153
H 1.357 -1.868 -2.502
H -0.451 -1.582 -2.067
H 1.125 -1.832 -0.019
H 2.128 -0.439 -0.623
H -0.722 0.176 -0.429
H -1.025 -0.711 1.690
H 0.537 -0.376 2.123
H -0.235 1.698 3.080
H -0.541 2.037 1.383
H -2.515 0.550 2.303
*
```

energy above the lowest of the compared OMol25 structures with the same formula, charge and spin	78.9	kcal/mol
E_HOMO (alpha / beta)	-13.9 / -13.6	eV
gap between HOMO and LUMO (alpha / beta)	10.73 / 4.63	eV
max |F|	4.6	eV Å⁻¹

For each atom in turn, the Löwdin charge in e is: atom 1 (N): 0.13, atom 2 (C): -0.22, atom 3 (C): -0.18, atom 4 (N): 0.04, atom 5 (C): -0.12, atom 6 (C): -0.26, atom 7 (O): -0.02, atom 8 (H): 0.10, atom 9 (H): 0.14, atom 10 (H): 0.18, atom 11 (H): 0.14, atom 12 (H): 0.18, atom 13 (H): 0.16, atom 14 (H): 0.14, atom 15 (H): 0.12, atom 16 (H): 0.11, atom 17 (H): 0.15, atom 18 (H): 0.10, atom 19 (H): 0.11

***

5.
Molecular formula: C19H54BNO6Si2
Method: DFT, ωB97M-V/def2-TZVPD

```
! RIJCOSX wB97M-V def2-TZVPD def2/J DEFGRID3
* xyz 0 1
C 3.040 -1.179 2.148
C 3.601 -2.032 0.856
C 3.244 -3.656 0.936
C 1.640 -3.975 1.053
Si 0.626 -3.677 -0.557
O 0.299 -1.984 -0.924
Si -0.726 -1.267 0.359
N -2.448 -1.127 -0.146
C -3.368 -2.041 0.632
C -3.194 -1.976 2.263
B -0.093 0.570 0.680
C 1.013 1.193 -0.410
O -0.581 1.402 1.807
H 3.334 -0.043 1.948
H 3.559 -1.470 3.163
H 1.859 -1.248 2.264
H 3.205 -1.641 -0.188
H 4.792 -1.983 0.922
H 3.740 -4.024 1.955
H 3.801 -4.269 0.085
H 1.203 -3.434 2.015
H 1.552 -5.142 1.290
H 1.403 -4.211 -1.704
H -0.644 -4.434 -0.538
H -0.502 -2.100 1.540
H -2.788 -0.134 -0.171
H -3.338 -3.153 0.197
H -4.478 -1.665 0.404
H -4.224 -2.347 2.739
H -2.396 -2.794 2.608
H -2.924 -0.920 2.691
H 0.464 2.134 -0.892
H 2.020 1.520 0.090
H 1.226 0.441 -1.294
H -0.746 0.856 2.632
C -1.910 1.701 -4.174
C -0.592 1.023 -4.513
C -0.814 -0.269 -5.282
O 0.117 0.740 -3.309
H -2.531 1.057 -3.541
H -1.734 2.623 -3.609
H -2.472 1.947 -5.080
H 0.030 1.703 -5.106
H -1.396 -0.983 -4.689
H 0.142 -0.752 -5.508
H -1.343 -0.082 -6.222
H -0.428 0.137 -2.775
C 4.225 -1.003 -5.461
C 4.194 -1.372 -3.986
C 2.848 -1.959 -3.591
O 4.450 -0.209 -3.203
H 3.467 -0.247 -5.692
H 5.195 -0.570 -5.729
H 4.047 -1.880 -6.091
H 4.989 -2.094 -3.770
H 2.041 -1.237 -3.755
H 2.836 -2.208 -2.524
H 2.629 -2.865 -4.164
H 3.749 0.438 -3.389
C -5.677 2.022 3.577
C -5.408 1.558 2.154
C -6.186 2.388 1.145
O -5.781 0.188 2.026
H -6.738 1.918 3.830
H -5.120 1.408 4.293
H -5.386 3.069 3.713
H -4.336 1.628 1.940
H -7.265 2.297 1.311
H -5.993 2.035 0.126
H -5.911 3.445 1.208
H -6.731 0.117 2.214
C 2.220 3.351 2.664
C 2.400 3.237 4.169
C 1.356 4.051 4.916
O 3.702 3.697 4.525
H 2.330 4.390 2.334
H 2.985 2.770 2.139
H 1.233 2.990 2.356
H 2.331 2.185 4.469
H 1.437 5.115 4.666
H 1.506 3.969 5.998
H 0.344 3.711 4.676
H 3.772 4.629 4.262
*
```

E_HOMO	-9.1	eV
gap between HOMO and LUMO	9.44	eV
max |F|	3.3	eV Å⁻¹

For each atom in turn, the Löwdin charge in e is: atom 1 (C): -0.13, atom 2 (C): -0.24, atom 3 (C): -0.27, atom 4 (C): -0.35, atom 5 (Si): 0.54, atom 6 (O): -0.46, atom 7 (Si): 0.53, atom 8 (N): -0.16, atom 9 (C): -0.33, atom 10 (C): -0.16, atom 11 (B): -0.43, atom 12 (C): -0.08, atom 13 (O): -0.04, atom 14 (H): 0.08, atom 15 (H): 0.09, atom 16 (H): 0.06, atom 17 (H): 0.10, atom 18 (H): 0.12, atom 19 (H): 0.11, atom 20 (H): 0.11, atom 21 (H): 0.07, atom 22 (H): 0.09, atom 23 (H): -0.03, atom 24 (H): -0.04, atom 25 (H): -0.01, atom 26 (H): 0.08, atom 27 (H): 0.12, atom 28 (H): 0.11, atom 29 (H): 0.09, atom 30 (H): 0.07, atom 31 (H): 0.08, atom 32 (H): 0.09, atom 33 (H): 0.07, atom 34 (H): 0.05, atom 35 (H): 0.10, atom 36 (C): -0.06, atom 37 (C): -0.49, atom 38 (C): -0.06, atom 39 (O): -0.09, atom 40 (H): 0.08, atom 41 (H): 0.08, atom 42 (H): 0.08, atom 43 (H): 0.14, atom 44 (H): 0.09, atom 45 (H): 0.07, atom 46 (H): 0.08, atom 47 (H): 0.08, atom 48 (C): -0.07, atom 49 (C): -0.50, atom 50 (C): -0.06, atom 51 (O): -0.06, atom 52 (H): 0.08, atom 53 (H): 0.08, atom 54 (H): 0.08, atom 55 (H): 0.14, atom 56 (H): 0.07, atom 57 (H): 0.05, atom 58 (H): 0.08, atom 59 (H): 0.09, atom 60 (C): -0.06, atom 61 (C): -0.51, atom 62 (C): -0.06, atom 63 (O): -0.08, atom 64 (H): 0.08, atom 65 (H): 0.08, atom 66 (H): 0.08, atom 67 (H): 0.13, atom 68 (H): 0.08, atom 69 (H): 0.08, atom 70 (H): 0.08, atom 71 (H): 0.10, atom 72 (C): -0.06, atom 73 (C): -0.50, atom 74 (C): -0.07, atom 75 (O): -0.06, atom 76 (H): 0.09, atom 77 (H): 0.07, atom 78 (H): 0.06, atom 79 (H): 0.14, atom 80 (H): 0.08, atom 81 (H): 0.08, atom 82 (H): 0.08, atom 83 (H): 0.09

***

6.
Molecular formula: C7H13N2O3S
Method: DFT, ωB97M-V/def2-TZVPD

```
! RIJCOSX wB97M-V def2-TZVPD def2/J DEFGRID3
* xyz -1 1
C -0.910 1.446 -0.076
C 0.275 1.137 0.573
C 1.050 -0.068 0.118
C 0.741 2.146 1.586
C 2.313 -0.160 -0.755
C -2.714 0.193 -0.619
C -0.625 -1.636 -1.491
N -1.389 0.660 -1.060
N -0.435 -0.198 -1.537
O -0.489 -1.218 1.900
O 1.228 -2.675 0.825
O 1.969 -0.877 2.233
S 0.893 -1.361 1.346
H -1.498 2.247 0.327
H 1.197 2.939 0.985
H 1.460 1.682 2.307
H -0.184 2.568 1.981
H 2.746 -1.180 -0.654
H 3.236 0.307 -0.297
H 2.326 0.027 -1.742
H -2.709 -0.209 0.412
H -3.471 1.025 -0.648
H -3.041 -0.656 -1.377
H -1.540 -1.953 -2.071
H 0.272 -2.138 -1.736
H -0.701 -2.049 -0.530
*
```

energy above the lowest of the compared OMol25 structures with the same formula, charge and spin	54.9	kcal/mol
E_HOMO (alpha / beta)	-3.5 / -3.4	eV
gap between HOMO and LUMO (alpha / beta)	7.15 / 7.03	eV
max |F|	5.5	eV Å⁻¹

For each atom in turn, the Löwdin charge in e is: atom 1 (C): -0.14, atom 2 (C): -0.26, atom 3 (C): -0.24, atom 4 (C): -0.06, atom 5 (C): -0.08, atom 6 (C): -0.08, atom 7 (C): -0.16, atom 8 (N): -0.24, atom 9 (N): -0.01, atom 10 (O): -0.37, atom 11 (O): -0.36, atom 12 (O): -0.37, atom 13 (S): 0.42, atom 14 (H): 0.11, atom 15 (H): 0.07, atom 16 (H): 0.09, atom 17 (H): 0.07, atom 18 (H): 0.08, atom 19 (H): 0.09, atom 20 (H): 0.01, atom 21 (H): 0.08, atom 22 (H): 0.08, atom 23 (H): 0.10, atom 24 (H): 0.08, atom 25 (H): 0.06, atom 26 (H): 0.02